# 1
Here is the ion CHClFO2S2 with charge -1 from the OMol25 dataset. Energies are from wB97M-V/def2-TZVPD.

Output
Energy relative to the best compared isomer or geometry (same formula, charge and spin)   37.9 kcal/mol
Total charge   -1
Spin multiplicity   3

Geometry (Å):
C  0.815  0.296  0.225
O  -0.972  -0.489  -1.718
O  -1.391  -1.119  0.589
F  0.867  0.562  1.515
S  -1.640  1.644  0.037
S  -0.917  -0.133  -0.319
Cl  1.787  -1.608  -0.036
H  1.452  0.848  -0.293

Atom charges from the natural (NBO) analysis, given in e for atoms 1 to 4: C -0.124; O -0.936; O -0.933; F -0.360


# 2
Here is the molecule C4H6O from the OMol25 dataset. Energies are from wB97M-V/def2-TZVPD.

Output
Energy relative to the best compared isomer or geometry (same formula, charge and spin)   31.6 kcal/mol

Geometry (Å):
C  -1.632  -0.590  -0.041
C  -0.966  0.545  -0.098
C  0.509  0.587  -0.411
C  1.508  -0.114  0.464
O  1.075  -0.709  -0.735
H  -1.120  -1.551  -0.216
H  -2.688  -0.648  0.089
H  -1.403  1.508  0.134
H  0.912  1.418  -1.020
H  1.253  -0.665  1.413
H  2.552  0.219  0.421

Atom charges from the natural (NBO) analysis, given in e for atoms 1 to 4: C -0.377; C -0.223; C 0.014; C -0.096


# 3
Here is a cluster of 9 separate species, H19O9 in total from the OMol25 dataset. Energies are from wB97M-V/def2-TZVPD.

Output
Energy relative to the best compared isomer or geometry (same formula, charge and spin)   99.4 kcal/mol
Total charge   +1

Geometry (Å):
O  -2.000  1.165  1.827
H  1.978  1.277  -2.686
H  -0.580  -1.819  -0.014
O  3.877  -0.625  -0.879
H  3.430  -1.488  -1.066
O  -1.074  1.561  -3.123
H  0.976  0.361  1.007
H  -1.315  0.766  -3.501
O  2.048  0.023  1.760
H  -1.907  2.031  -2.957
H  4.705  -1.078  -0.874
O  -0.702  -1.901  3.698
H  2.232  0.147  -1.711
H  -1.358  -1.749  4.423
O  1.719  0.876  -1.965
H  1.962  -0.446  2.631
H  -0.346  -2.736  3.573
O  -4.194  0.362  -1.490
H  -1.838  1.747  2.394
H  -3.241  0.252  -1.655
O  -0.016  0.548  0.471
H  2.755  0.713  1.787
H  -4.401  1.176  -1.967
O  -0.030  -2.096  -0.841
H  0.416  1.074  -0.313
H  -0.885  1.039  0.885
H  -2.234  0.367  2.195
H  0.024  -1.547  -1.610

Atom charges from the natural (NBO) analysis, given in e for atoms 1 to 4: O -0.861; H 0.482; H 0.498; O -0.949


# 4
Here is the ion CH3N2O2S with charge -1 from the OMol25 dataset. Energies are from wB97M-V/def2-TZVPD.

Output
Energy relative to the best compared isomer or geometry (same formula, charge and spin)   63.4 kcal/mol
Total charge   -1

Geometry (Å):
C  -0.536  -0.195  -0.036
N  0.174  -1.229  -0.717
N  0.327  -1.118  0.718
O  -0.723  2.348  0.394
O  1.525  1.487  -0.021
S  0.115  1.582  -0.561
H  -1.636  -0.102  -0.033
H  -0.474  -2.070  -0.846
H  1.229  -0.702  1.103

Atom charges from the natural (NBO) analysis, given in e for atoms 1 to 4: C -0.173; N -0.470; N -0.518; O -1.069


# 5
Here is the molecule C15H26O3 from the OMol25 dataset. Energies are from wB97M-V/def2-TZVPD.

Output
Energy relative to the best compared isomer or geometry (same formula, charge and spin)   58.5 kcal/mol

Geometry (Å):
C  4.414  -3.606  1.415
O  3.176  -3.219  0.736
C  2.270  -2.357  1.424
C  1.247  -1.796  0.437
O  0.553  -0.670  0.978
C  -0.122  0.093  -0.036
C  0.794  1.183  -0.615
C  0.033  1.867  -1.758
C  0.635  3.259  -1.904
C  -1.502  1.920  -1.584
C  -2.416  2.970  -2.241
C  -3.613  3.053  -1.325
C  -3.255  2.534  -0.101
C  -1.824  2.016  -0.073
C  -1.417  0.692  0.611
C  -2.476  -0.395  0.626
O  1.790  -3.028  2.597
C  0.903  -4.105  2.369
H  5.282  -3.388  0.802
H  4.498  -3.107  2.390
H  4.487  -4.704  1.529
H  2.892  -1.520  1.772
H  0.526  -2.595  0.144
H  1.800  -1.447  -0.457
H  -0.364  -0.557  -0.883
H  1.053  1.891  0.163
H  1.742  0.725  -0.996
H  0.212  1.312  -2.690
H  1.712  3.218  -1.977
H  0.236  3.730  -2.833
H  0.414  3.898  -1.038
H  -1.897  1.004  -1.991
H  -1.882  3.920  -2.270
H  -2.738  2.636  -3.231
H  -4.573  3.457  -1.604
H  -3.899  2.424  0.727
H  -1.223  2.815  0.436
H  -1.227  0.974  1.626
H  -2.141  -1.297  1.133
H  -2.745  -0.670  -0.411
H  -3.354  0.002  1.156
H  -0.068  -3.683  2.141
H  1.226  -4.688  1.532
H  0.842  -4.762  3.274

Atom charges from the natural (NBO) analysis, given in e for atoms 1 to 4: C -0.253; O -0.572; C 0.368; C -0.101


# 6
Here is a structure of composition C21H25Br6Cl4F2MgN4O16P2S2 from the OMol25 dataset. Energies are from wB97M-V/def2-TZVPD.

Output
DFT total energy   -582347.8756 eV
Total charge   +1

Geometry (Å):
N  -3.141  -4.083  -3.614
P  -2.342  -5.381  -4.156
C  -2.038  -6.739  -2.787
C  -3.502  -7.377  -2.441
O  -4.414  -6.429  -1.714
N  -5.691  -6.899  -1.759
O  -5.872  -7.689  -0.837
O  -1.065  -7.669  -3.378
C  -1.669  -8.942  -3.789
O  -1.697  -10.053  -3.022
P  -1.126  -5.980  -1.240
N  -2.177  -4.832  -0.363
O  -0.831  -7.356  -0.202
H  -2.457  -3.284  -3.762
H  -3.125  -5.928  -5.275
H  -1.031  -4.935  -4.615
H  -3.387  -8.299  -1.691
H  -4.122  -7.678  -3.416
H  -2.192  -9.014  -4.858
H  -2.761  -4.240  -0.990
H  -2.809  -5.379  0.290
H  -0.221  -7.953  -0.756
Mg  -1.673  -9.386  -0.498
C  -0.144  -3.575  1.626
C  -0.406  -2.975  2.858
C  -0.078  -1.635  3.066
C  0.526  -0.894  2.043
C  0.810  -1.500  0.819
C  0.463  -2.841  0.607
C  1.491  -0.742  -0.250
O  1.737  -1.273  -1.326
C  1.878  0.661  -0.001
C  2.576  1.373  -0.985
C  2.934  2.704  -0.763
C  2.589  3.329  0.435
C  1.899  2.620  1.419
C  1.551  1.280  1.204
C  0.853  0.528  2.265
O  0.554  1.076  3.321
H  -0.409  -4.617  1.461
H  -0.868  -3.551  3.657
H  -0.289  -1.172  4.029
H  0.669  -3.317  -0.350
H  2.846  0.893  -1.925
H  3.480  3.254  -1.527
H  2.862  4.369  0.605
H  1.638  3.114  2.354
N  3.906  7.897  3.317
S  2.925  6.711  3.001
O  3.068  6.046  1.711
O  1.570  6.794  3.531
F  3.541  5.593  3.969
S  3.592  9.157  2.432
O  4.654  10.162  2.438
O  2.245  9.713  2.476
F  3.693  8.614  0.935
C  3.929  11.673  -1.591
Br  2.001  11.443  -1.477
Br  4.621  12.723  -0.107
Br  4.853  9.969  -1.764
H  4.130  12.240  -2.505
C  -0.203  5.906  -0.874
Cl  -1.745  6.709  -0.485
Cl  1.153  6.944  -0.366
Cl  -0.111  4.347  -0.015
Cl  -0.108  5.622  -2.631
C  6.253  2.893  -3.700
Br  5.170  4.500  -3.531
Br  7.478  2.685  -2.203
Br  5.158  1.307  -3.965
H  6.865  3.013  -4.600
C  -2.352  -1.858  6.037
O  -2.703  -0.939  5.259
O  -2.510  -1.491  7.300
O  -1.900  -3.004  5.816
H  -2.850  -0.615  7.026
O  -8.826  -7.322  -2.915
H  -7.962  -7.575  -2.501
H  -9.507  -7.105  -2.229
H  -9.149  -8.023  -3.536
O  -0.599  8.039  5.263
H  -0.091  8.047  6.089
H  -0.007  7.606  4.629

Atom charges from the Mulliken analysis, given in e for atoms 1 to 4: N -0.684; P 0.151; C 0.419; C -0.249


# 7
Here is a structure of composition C25H55ErNO2Si2 from the OMol25 dataset. Energies are from wB97M-V/def2-TZVPD.

Output
Energy relative to the best compared isomer or geometry (same formula, charge and spin)   0.0 kcal/mol
Total charge   +1
Spin multiplicity   4

Geometry (Å):
O  -0.589  2.004  0.216
O  -1.491  0.698  -3.500
C  -2.103  2.129  0.420
C  -2.334  3.228  1.444
H  -2.429  1.142  0.828
H  -2.570  2.355  -0.550
H  -1.982  2.939  2.451
H  -3.408  3.442  1.513
H  -1.813  4.157  1.179
C  0.047  3.120  -0.509
C  -0.806  3.842  -1.514
H  0.908  2.670  -1.002
H  0.449  3.785  0.261
H  -1.356  3.152  -2.168
H  -0.146  4.416  -2.181
H  -1.487  4.523  -1.011
C  -0.239  0.530  -4.169
C  -2.701  0.596  -4.218
C  0.296  1.917  -4.507
H  -0.313  -0.102  -5.076
H  0.370  0.019  -3.385
H  -0.314  2.394  -5.283
H  1.326  1.861  -4.855
H  0.251  2.523  -3.588
C  -2.809  1.622  -5.324
H  -3.469  0.778  -3.439
H  -2.816  -0.425  -4.646
H  -2.478  2.608  -4.952
H  -3.847  1.717  -5.642
H  -2.206  1.361  -6.206
H  -1.321  -1.380  -2.151
Er  0.363  0.386  1.212
C  -1.141  -1.150  -1.120
Si  -2.102  -2.731  -0.880
H  -1.629  -0.207  -0.814
H  -0.034  -1.092  -1.017
C  -3.900  -2.314  -1.178
C  -1.991  -3.445  0.827
C  -1.365  -3.781  -2.248
C  0.983  1.818  2.797
Si  2.590  1.973  1.863
H  1.142  1.350  3.791
H  0.420  2.772  2.984
C  3.010  3.751  1.442
C  2.621  1.057  0.175
C  3.945  1.383  2.999
H  -0.945  -3.206  -3.084
H  -2.149  -4.422  -2.663
H  -0.547  -4.396  -1.862
H  -4.310  -1.769  -0.318
H  -4.440  -3.263  -1.280
H  -4.075  -1.696  -2.068
H  -1.571  -2.741  1.566
H  -1.372  -4.354  0.776
H  -3.039  -3.685  1.095
H  2.698  1.804  -0.632
H  1.884  0.295  -0.227
H  3.579  0.521  0.184
H  4.889  1.858  2.702
H  4.079  0.298  3.019
H  3.668  1.716  4.008
H  4.092  3.868  1.627
H  2.438  4.406  2.117
H  2.774  4.008  0.396
C  3.310  -1.850  1.655
N  2.045  -2.098  0.933
C  2.344  -2.588  -0.427
C  1.318  -3.157  1.677
C  0.721  -2.599  2.941
C  0.858  -3.360  4.117
C  0.320  -2.893  5.311
C  -0.359  -1.676  5.313
C  -0.506  -0.925  4.119
C  0.055  -1.373  2.936
H  3.925  -1.141  1.084
H  3.877  -2.794  1.773
H  3.095  -1.440  2.651
H  2.948  -3.516  -0.378
H  1.403  -2.804  -0.957
H  2.905  -1.818  -0.979
H  0.538  -3.583  1.025
H  2.017  -3.981  1.922
H  1.382  -4.318  4.051
H  0.486  -3.454  6.238
H  -0.795  -1.290  6.236
H  -1.069  0.022  4.135

Atom charges from the Mulliken analysis, given in e for atoms 1 to 4: O 0.767; O -0.159; C -0.349; C -1.222


# 8
Here is the molecule C4H8N2O from the OMol25 dataset. Energies are from wB97M-V/def2-TZVPD.

Output
Energy relative to the best compared isomer or geometry (same formula, charge and spin)   83.2 kcal/mol

Geometry (Å):
C  0.477  0.579  -2.549
C  0.421  0.425  -1.061
N  1.353  -0.311  -0.456
N  0.899  -0.759  0.705
C  -0.603  -0.631  0.896
C  -0.949  -0.134  2.276
O  -1.411  -1.198  0.188
H  1.315  0.025  -2.980
H  0.579  1.632  -2.817
H  -0.446  0.189  -2.990
H  -0.080  1.234  -0.517
H  1.582  -0.996  1.421
H  -1.531  0.787  2.204
H  -1.540  -0.896  2.793
H  -0.065  0.054  2.888

Atom charges from the natural (NBO) analysis, given in e for atoms 1 to 4: C -0.660; C 0.021; N -0.222; N -0.493


# 9
Here is a structure of composition C43H36Cl5HgN8O2S3Te from the OMol25 dataset. Energies are from wB97M-V/def2-TZVPD.

Output
Energy relative to the best compared isomer or geometry (same formula, charge and spin)   17.4 kcal/mol
Total charge   -2
Spin multiplicity   2

Geometry (Å):
Hg  -0.097  0.241  0.063
N  -0.665  -2.542  2.654
C  0.211  -1.696  3.217
N  0.498  -1.935  4.510
C  1.336  -1.040  5.038
N  1.637  -1.226  6.381
N  1.914  -0.034  4.429
C  1.594  0.109  3.103
N  0.704  -0.711  2.463
C  2.213  1.168  2.398
C  3.198  1.985  3.028
C  3.789  3.002  2.338
C  3.403  3.246  1.002
C  2.440  2.425  0.455
N  1.854  1.413  1.096
H  -1.011  -3.298  3.213
H  -0.884  -2.449  1.668
H  0.909  -1.711  6.881
H  1.983  -0.390  6.823
H  3.449  1.769  4.055
H  4.542  3.618  2.816
H  3.848  4.032  0.409
H  2.090  2.584  -0.561
Cl  -1.131  -6.854  -3.327
C  -1.253  -5.436  -2.336
C  -0.163  -4.991  -1.589
Cl  1.310  -5.901  -1.624
C  -0.251  -3.854  -0.805
Cl  1.075  -3.355  0.177
C  -1.441  -3.068  -0.730
O  -1.543  -2.008  -0.047
C  -2.547  -3.591  -1.469
Cl  -4.047  -2.742  -1.317
C  -2.451  -4.728  -2.252
Cl  -3.837  -5.297  -3.124
S  0.131  1.757  -1.993
C  -0.830  3.099  -1.383
C  -0.616  4.355  -1.964
C  -1.345  5.475  -1.601
C  -2.316  5.359  -0.614
C  -2.529  4.132  -0.012
C  -1.811  2.982  -0.369
S  -2.252  1.487  0.451
H  0.147  4.433  -2.730
H  -1.152  6.428  -2.080
H  -2.901  6.220  -0.310
H  -3.277  4.035  0.767
Te  -4.126  -1.612  2.107
C  -6.168  -1.272  2.600
C  -6.570  -0.039  3.110
C  -7.904  0.203  3.403
C  -8.860  -0.781  3.178
C  -8.470  -2.009  2.665
C  -7.131  -2.253  2.381
C  -3.512  -1.120  4.080
C  -4.015  -1.824  5.171
C  -3.570  -1.537  6.454
C  -2.607  -0.555  6.654
C  -2.102  0.144  5.568
C  -2.556  -0.131  4.284
H  -5.829  0.735  3.276
H  -8.201  1.167  3.798
H  -9.903  -0.589  3.400
H  -9.207  -2.784  2.490
H  -6.828  -3.217  1.989
H  -4.758  -2.598  5.017
H  -3.961  -2.095  7.297
H  -2.246  -0.342  7.653
H  -1.338  0.899  5.710
H  -2.155  0.417  3.438
C  2.561  2.489  -6.424
C  2.246  0.995  -6.385
C  1.635  0.547  -5.063
N  2.621  0.605  -4.001
C  2.565  -0.145  -2.889
S  1.474  -1.350  -2.611
N  3.559  0.157  -1.952
C  4.824  0.666  -2.195
O  5.396  1.366  -1.390
C  5.523  0.220  -3.452
C  5.222  -0.978  -4.093
C  5.950  -1.370  -5.205
C  6.977  -0.569  -5.687
C  7.290  0.619  -5.040
C  6.570  1.006  -3.920
H  2.911  2.793  -7.412
H  3.345  2.756  -5.712
H  1.674  3.076  -6.179
H  3.160  0.421  -6.565
H  1.543  0.749  -7.184
H  1.275  -0.478  -5.117
H  0.783  1.179  -4.787
H  3.129  1.472  -3.919
H  3.272  0.112  -0.980
H  4.433  -1.616  -3.712
H  5.715  -2.307  -5.694
H  7.539  -0.876  -6.560
H  8.099  1.240  -5.403
H  6.803  1.919  -3.388

Atom charges from the Mulliken analysis, given in e for atoms 1 to 4: Hg 1.659; N 0.264; C 0.026; N -0.768


# 10
Here is a structure of composition C28H32N6O3ReSe from the OMol25 dataset. Energies are from wB97M-V/def2-TZVPD.

Output
Energy relative to the best compared isomer or geometry (same formula, charge and spin)   0.4 kcal/mol
Total charge   +4
Spin multiplicity   4

Geometry (Å):
Re  -0.040  0.309  1.092
O  3.631  4.183  -0.199
C  4.372  3.125  -0.291
C  5.755  3.219  -0.640
C  6.534  2.101  -0.659
C  5.964  0.857  -0.325
C  4.594  0.745  0.014
C  3.775  1.840  0.016
C  2.325  1.663  0.247
O  1.944  0.558  0.890
N  1.478  2.497  -0.270
N  0.206  2.020  -0.071
C  -0.795  2.472  -0.743
C  -2.041  1.734  -0.579
C  -3.195  2.069  -1.251
C  -4.319  1.248  -1.123
C  -4.231  0.118  -0.334
C  -3.037  -0.164  0.323
N  -1.960  0.621  0.221
H  4.103  5.009  -0.412
H  6.166  4.195  -0.875
H  7.582  2.164  -0.920
H  6.577  -0.035  -0.338
H  4.189  -0.230  0.244
H  -0.692  3.305  -1.433
H  -3.217  2.947  -1.884
H  -5.234  1.489  -1.649
H  -5.068  -0.557  -0.221
H  -2.942  -1.048  0.937
C  3.782  -0.923  7.162
C  2.727  0.157  6.966
C  2.490  0.527  5.505
C  1.779  -0.547  4.678
N  0.356  -0.654  5.067
C  -0.657  0.156  4.582
Se  -0.505  1.486  3.213
N  -1.756  -0.048  5.281
C  -3.029  0.705  5.183
C  -2.963  2.081  5.847
C  -2.405  2.107  7.272
C  -0.876  2.093  7.367
C  -1.489  -1.030  6.246
C  -2.254  -1.601  7.216
C  -1.623  -2.592  8.038
C  -0.279  -2.967  7.875
C  0.488  -2.389  6.905
C  -0.135  -1.394  6.078
H  3.903  -1.165  8.216
H  4.750  -0.583  6.793
H  3.558  -1.857  6.635
H  3.044  1.060  7.491
H  1.781  -0.120  7.452
H  3.453  0.706  5.020
H  1.922  1.459  5.422
H  2.222  -1.534  4.804
H  1.797  -0.299  3.618
H  -3.784  0.076  5.651
H  -3.270  0.785  4.123
H  -3.989  2.454  5.843
H  -2.391  2.765  5.214
H  -2.833  1.287  7.859
H  -2.777  3.012  7.751
H  -0.449  1.085  7.356
H  -0.541  2.549  8.297
H  -0.424  2.670  6.553
H  -3.290  -1.343  7.390
H  -2.222  -3.061  8.811
H  0.151  -3.719  8.522
H  1.525  -2.664  6.767
O  -0.331  -2.301  2.383
N  -0.214  -1.282  1.869

Atom charges from the Mulliken analysis, given in e for atoms 1 to 4: Re 0.822; O -0.368; C 1.011; C -0.647


# 11
Here is a structure of composition C3H8CaF2Ga from the OMol25 dataset. Energies are from wB97M-V/def2-TZVPD.

Output
DFT total energy   -79482.6722 eV
Total charge   +1

Geometry (Å):
F  0.399  1.124  2.142
C  0.253  1.147  0.781
C  -1.108  0.941  0.209
C  -0.780  -0.047  -0.955
Ga  0.250  -1.775  -0.479
F  1.202  -1.403  1.152
H  0.704  0.258  0.438
H  0.761  2.050  0.425
H  -1.676  0.545  1.027
H  -1.584  1.788  -0.232
H  -1.700  -0.220  -1.476
H  -0.126  0.482  -1.629
H  1.526  -1.758  -1.507
H  -0.543  -3.102  -0.378
Ca  2.423  -0.029  0.482

Atom charges from the natural (NBO) analysis, given in e for atoms 1 to 4: F -0.345; C 0.040; C -0.446; C -0.868